# 1
34
Properties=species:S:1:pos:R:3:lowdin_charge:R:1 method="wB97M-V/def2-TZVPD" relative_energy_kcal_mol=0.0 orbital_gap_ev="8.8 / 9.4" charge=+1 s2=0.8108 total_energy_ha=-3981.2147 multiplicity=2 mol_weight_da=493.2 homo_energy_ev="-14.434 / -14.373"
Fe 0.36224 0.32454 0.98492 0.78
F -3.83029 1.23722 1.12332 0.16
C -3.50931 2.00613 2.15594 -0.69
F -3.70747 1.35631 3.28495 0.19
F -4.21736 3.11629 2.12966 0.19
S -1.71027 2.43095 2.03105 0.72
O -1.08168 1.08488 1.98703 -0.33
O -1.35182 3.24923 3.12573 -0.18
N -1.65120 3.14674 0.62878 -0.26
S -0.68768 2.83550 -0.53897 0.68
O 0.43010 1.91804 -0.14701 -0.35
O -0.27882 3.95188 -1.29970 -0.18
C -1.62356 1.70063 -1.66692 -0.67
F -1.82986 0.54265 -1.01805 0.13
F -0.88165 1.44469 -2.73881 0.16
F -2.77466 2.22488 -2.01810 0.20
O -0.12724 -2.71181 2.89802 -0.18
S 0.58871 -2.01244 1.90674 0.46
O 1.70042 -2.73392 1.27551 -0.32
O 1.10927 -0.63428 2.37838 -0.30
O -0.28712 -1.43156 0.76323 -0.33
N 1.90358 -3.30432 -1.36442 0.19
C 2.30176 -2.01677 -2.02769 -0.11
C 1.46908 -0.84538 -1.51631 -0.17
N 1.89782 -0.30291 -0.19806 0.01
H 2.56008 -4.05429 -1.58310 0.17
H 0.97794 -3.60503 -1.67411 0.18
H 1.87327 -3.19290 -0.30105 0.10
H 2.16029 -2.14043 -3.09953 0.14
H 3.36436 -1.87456 -1.83557 0.14
H 0.42926 -1.16369 -1.41685 0.11
H 1.49208 -0.03631 -2.24375 0.14
H 2.52562 0.48677 -0.34066 0.14
H 2.40411 -0.99673 0.35538 0.09

# 2
18
Properties=species:S:1:pos:R:3:lowdin_charge:R:1 method="wB97M-V/def2-TZVPD" relative_energy_kcal_mol=61.0 orbital_gap_ev=11.2 total_energy_ha=-517.4537 mol_weight_da=136.1 homo_energy_ev=-10.535
C -1.30352 -1.78308 -0.39081 -0.08
C -1.28204 -0.35008 0.16477 -0.20
C -0.08090 0.46771 -0.19191 -0.32
C -0.09401 1.87957 0.43133 -0.01
N 1.10320 -0.22648 0.25403 -0.03
F 1.22057 -0.41366 1.60782 0.06
N 2.32489 -0.05070 -0.35061 -0.41
O 2.19822 0.10184 -1.53609 0.08
O 3.33741 -0.10836 0.29727 0.12
H -0.41875 -2.35678 -0.11295 0.07
H -2.08054 -2.55755 -0.17504 0.08
H -1.32924 -1.80138 -1.47022 0.07
H -2.10152 0.22378 -0.21884 0.11
H -1.47063 -0.28860 1.20661 0.10
H 0.07497 0.49150 -1.23203 0.13
H -0.29934 1.94160 1.42922 0.04
H 0.91991 2.16200 0.43571 0.06
H -0.71870 2.66868 -0.14826 0.13

# 3
18
Properties=species:S:1:pos:R:3:lowdin_charge:R:1 method="wB97M-V/def2-TZVPD" relative_energy_kcal_mol=24.8 orbital_gap_ev=9.6 charge=+1 total_energy_ha=-819.7822 mol_weight_da=150.2 homo_energy_ev=-13.325
C -1.28851 -1.10676 -0.10445 -0.58
C 0.22634 1.38620 0.54705 0.00
C -1.09107 1.64426 -0.10305 -0.54
C 2.20726 -0.39264 -0.66531 -0.20
N 0.75532 -0.00933 -0.72887 0.00
N 0.00719 -1.13235 -0.36338 0.00
N -1.81922 -2.29285 0.29564 0.10
F 2.61946 -0.46969 0.62610 -0.01
S -2.30422 0.35457 -0.08314 1.06
H 0.94123 2.19404 0.31285 0.11
H 0.27778 1.12030 1.61945 0.12
H -1.64646 2.40952 0.36394 0.06
H -1.02245 2.14199 -1.17055 0.14
H 2.85436 0.42748 -1.06688 0.15
H 2.40302 -1.24180 -1.22714 0.10
H 0.51114 -2.01075 -0.13688 0.18
H -1.01418 -2.99641 0.50677 0.17
H -2.80018 -2.61936 0.32480 0.14

# 4
15
Properties=species:S:1:pos:R:3:lowdin_charge:R:1 method="wB97M-V/def2-TZVPD" relative_energy_kcal_mol=0.0 orbital_gap_ev="8.5 / 8.4" s2=2.0073 total_energy_ha=-332.6463 multiplicity=3 mol_weight_da=92.1 homo_energy_ev="-8.100 / -11.080"
C 2.00008 -0.22725 -0.47870 -0.15
C 0.29122 1.09534 0.83988 -0.13
C -2.44490 -1.50912 0.13530 0.03
C 0.55001 0.11112 -0.26152 -0.37
O -2.77095 -0.44945 0.46782 0.00
F -2.98419 0.85608 -0.70073 -0.07
H 1.95898 -1.14606 -1.34322 0.14
H 2.37647 -0.77813 0.36966 0.05
H 2.78088 0.52689 -0.58990 0.06
H -0.74265 1.30540 0.90547 0.04
H 0.80557 2.02970 0.62896 0.08
H 0.60596 0.79668 1.82266 0.07
H 0.03475 0.50767 -1.24708 0.14
H -2.63886 -2.27473 -0.55231 0.05
H 0.17763 -0.84415 0.00373 0.05

# 5
18
Properties=species:S:1:pos:R:3:lowdin_charge:R:1 method="wB97M-V/def2-TZVPD" orbital_gap_ev="10.8 / 6.3" charge=+1 s2=12.0252 total_energy_ha=-1722.0351 multiplicity=7 mol_weight_da=177.0 homo_energy_ev="-14.437 / -14.271"
C -2.40745 -1.43353 -0.99708 -0.02
O -1.13745 -0.94106 -1.38483 -0.08
H -2.86791 -1.87087 -1.88896 0.12
H -2.29735 -2.19137 -0.20918 0.12
H -3.03300 -0.60555 -0.63051 0.11
O 3.43592 0.85109 0.40430 -0.20
O 0.04348 2.17275 -0.37922 -0.19
C -0.97743 1.36311 -0.29717 -0.21
C -0.37021 -0.26110 -0.44462 -0.08
O 1.55028 0.30424 1.57938 -0.20
C 2.90142 -0.01565 1.36506 -0.41
Fe 1.75554 1.67693 0.27674 1.19
H -1.69484 1.41516 -1.13156 0.14
H -1.45968 1.28830 0.69577 0.15
H 0.62287 -0.10674 -0.87937 0.12
H -0.52097 -0.64354 0.57972 0.14
H 3.46899 0.07103 2.32160 0.16
H 2.98780 -1.07321 1.01992 0.15

# 6
16
Properties=species:S:1:pos:R:3:lowdin_charge:R:1 method="wB97M-V/def2-TZVPD" relative_energy_kcal_mol=62.9 orbital_gap_ev="7.2 / 7.2" total_energy_ha=-807.7925 mol_weight_da=324.9 homo_energy_ev="-7.744 / -7.745"
C 0.47400 -0.38230 2.11637 -0.05
C -0.37616 -1.27835 -0.55206 -0.21
C 0.32156 1.32252 -1.52851 -0.22
C 0.89096 -0.64118 -0.11068 -0.93
N 1.30343 0.54849 -0.78933 -0.70
I 2.52825 -1.97530 0.04769 0.80
I 2.98801 1.53890 -0.10696 0.81
H 0.12296 -1.28711 2.61514 0.00
H -0.15310 0.54058 2.33082 0.03
H 1.50008 -0.17341 2.39490 -0.05
H -0.33577 -1.47290 -1.60871 0.06
H -0.40734 -2.30591 0.05497 0.11
H -1.28217 -0.69209 -0.52279 0.06
H -0.69788 1.33752 -1.04028 0.08
H 0.80313 2.41729 -1.76162 0.09
H 0.14256 0.89646 -2.56872 0.09